{"formula": "C7H8N4", "method": "ωB97M-V with the def2-TZVPD basis set", "elements": ["C", "N", "N", "C", "N", "C", "H", "H", "H", "C", "H", "C", "H", "H", "H", "H", "C", "C", "N"], "coordinates": [[-1.381, -1.532, -0.155], [1.111, 0.629, -0.356], [0.799, -1.549, -0.056], [-1.452, 1.218, -0.243], [1.764, 1.825, -0.012], [-2.679, -0.695, 0.005], [3.232, -1.965, 0.218], [3.563, -0.131, 0.413], [-3.622, 1.075, 0.764], [-2.734, 0.617, 0.137], [-3.564, -1.622, -0.167], [1.715, -0.644, -0.038], [1.878, 2.510, -0.737], [1.544, 2.166, 0.884], [-1.258, 2.290, 0.112], [-1.232, -2.763, -0.358], [-0.286, 0.506, -0.316], [-0.366, -0.948, -0.147], [2.970, -0.988, 0.052]], "mulliken_charge": [0.698, 0.263, -0.777, -0.414, -0.619, -0.303, 0.271, 0.296, 0.264, -0.513, 0.162, 0.319, 0.207, 0.203, 0.207, 0.140, 0.009, 0.004, -0.418], "orbital_gap_ev": 8.74, "fmax_ha_per_bohr": 0.3541, "de_lowest_kcal_mol": 128.6, "spin_multiplicity": 1, "e_tot_ha": -490.36825, "smiles": "Nc1nc2ccccc2n1N"}